{"formula": "C21H14BrN2O4OsS2", "method": "ωB97M-V/def2-TZVPD", "e_lumo_ev": [2.12, 0.56], "charge": -1, "s2": 6.06, "spin_multiplicity": 5, "homo_lumo_gap_ev": [7.26, 6.35], "symbols": ["Os", "O", "C", "O", "C", "C", "C", "N", "C", "C", "C", "O", "O", "H", "H", "H", "S", "C", "N", "C", "C", "C", "C", "C", "C", "S", "H", "H", "H", "H", "C", "C", "C", "C", "C", "C", "C", "H", "H", "H", "H", "H", "H", "H", "Br"], "coordinates": [[1.6269, 0.0777, -0.7388], [-0.3799, 4.1947, 4.5746], [-0.6274, 4.3781, 3.3925], [-1.1796, 5.2673, 2.7568], [-0.1543, 3.1901, 2.4521], [-0.9842, 2.7821, 1.4168], [-0.5615, 1.7894, 0.5553], [0.6514, 1.2280, 0.6456], [1.4374, 1.5995, 1.6732], [1.0669, 2.5547, 2.6058], [2.7898, 0.8902, 1.7375], [3.5799, 1.1521, 2.6194], [2.9509, 0.0410, 0.7937], [-1.9456, 3.2502, 1.2869], [-1.2043, 1.4361, -0.2402], [1.7454, 2.7844, 3.4134], [-0.4416, -2.0836, -1.6905], [-0.6247, -0.6045, -2.4284], [0.1744, 0.4209, -2.1316], [-0.1722, 1.5800, -2.7784], [0.4425, 2.8221, -2.6307], [-0.0712, 3.9035, -3.3171], [-1.1674, 3.7610, -4.1600], [-1.7888, 2.5354, -4.3187], [-1.2897, 1.4518, -3.6227], [-1.8842, -0.1921, -3.5913], [1.3055, 2.9233, -1.9853], [0.3715, 4.8788, -3.1837], [-1.5439, 4.6176, -4.6961], [-2.6526, 2.4229, -4.9530], [0.6888, -2.4589, 1.3399], [0.1675, -3.7375, 1.3026], [-1.2335, -3.9604, 1.3970], [-1.7468, -5.2305, 1.4410], [-0.9063, -6.3394, 1.3918], [0.4676, -6.1526, 1.2646], [1.0010, -4.8886, 1.2118], [0.0442, -1.6072, 1.4860], [1.7509, -2.2931, 1.2991], [-1.8895, -3.1038, 1.4377], [-2.8146, -5.3723, 1.5176], [-1.3181, -7.3360, 1.4548], [1.1160, -7.0175, 1.2102], [2.0688, -4.7531, 1.1167], [3.1348, -0.8017, -2.3277]], "atomic_forces_ev_per_a": [[-0.2, -0.4, -0.3], [0.3, 0.0, 1.1], [0.5, -1.4, -0.9], [-0.6, 1.0, -0.4], [-0.3, 0.8, 0.6], [0.3, -0.6, -0.3], [-0.8, 0.3, -0.1], [-0.1, 0.3, 0.5], [0.6, 0.3, 0.8], [0.2, -0.6, -0.5], [-0.4, 1.4, 1.3], [-0.2, -0.2, -0.3], [0.2, -1.1, -1.2], [-0.1, 0.1, -0.1], [0.1, 0.0, -0.1], [0.0, 0.0, 0.1], [0.2, 0.1, 0.1], [-0.4, -0.5, 0.0], [0.0, -0.2, 0.1], [-0.3, 0.9, -0.5], [0.0, -0.3, 0.1], [0.0, 0.1, 0.0], [-0.1, 0.1, -0.1], [0.1, 0.0, 0.0], [0.2, -0.1, 0.2], [0.5, 0.1, 0.3], [0.0, 0.0, 0.0], [0.1, 0.1, 0.0], [-0.1, 0.1, 0.0], [-0.1, 0.0, -0.1], [0.3, 0.4, 0.2], [-0.3, -0.8, 0.1], [0.3, 0.2, 0.0], [-0.1, -0.2, 0.0], [0.0, 0.0, 0.0], [0.0, -0.2, 0.0], [-0.1, 0.3, 0.0], [-0.1, 0.1, 0.0], [0.2, 0.1, 0.0], [-0.1, 0.1, 0.0], [-0.1, 0.0, 0.0], [0.0, -0.1, 0.0], [0.1, 0.0, 0.0], [0.1, 0.0, 0.0], [0.5, -0.2, -0.4]]}

{"formula": "C21H14CdClF4N4O5", "method": "ωB97M-V/def2-TZVPD", "e_lumo_ev": 1.38, "charge": -1, "spin_multiplicity": 1, "homo_lumo_gap_ev": 5.99, "de_lowest_ev": 0.024, "symbols": ["Cd", "C", "C", "C", "C", "C", "H", "H", "H", "H", "H", "O", "Cl", "O", "O", "O", "C", "C", "C", "C", "O", "H", "H", "H", "H", "H", "H", "H", "H", "H", "F", "C", "C", "F", "C", "C", "C", "F", "C", "C", "C", "N", "C", "N", "F", "C", "C", "N", "C", "N"], "coordinates": [[-0.5594, 1.0828, 0.2014], [2.3704, -0.7220, 1.0986], [2.4004, 0.7036, 0.5894], [1.9124, 0.5585, -0.8307], [1.6074, -0.7240, -1.0677], [1.9169, -1.5292, 0.1375], [2.6606, -1.0214, 2.0914], [3.3958, 1.1609, 0.6073], [1.8715, 1.3905, -1.5224], [1.2271, -1.1224, -1.9977], [1.7738, -2.5969, 0.2093], [-1.8192, 0.0716, 3.7951], [-2.1582, -0.0170, 2.4165], [-3.3822, -0.7032, 2.2047], [-1.0555, -0.6848, 1.6867], [-2.2234, 1.3312, 1.8106], [0.6810, 3.2486, 2.6657], [1.6926, 2.1180, 2.5755], [3.1132, 2.6457, 2.6720], [1.4387, 1.0628, 3.6441], [1.4393, 1.5658, 1.2294], [0.7916, 3.7643, 3.6198], [-0.3428, 2.8662, 2.6194], [0.8426, 3.9617, 1.8585], [3.2183, 3.1438, 3.6374], [3.3465, 3.3549, 1.8837], [3.8536, 1.8470, 2.6359], [1.3057, 1.5610, 4.6057], [2.2854, 0.3855, 3.7448], [0.5373, 0.4898, 3.4404], [-0.1807, 3.6568, -0.5399], [0.6448, 3.8323, -1.6149], [1.9716, 4.0799, -1.3570], [2.3300, 4.2437, -0.0689], [2.9284, 4.1777, -2.3727], [2.3935, 4.1382, -3.6694], [1.0525, 3.9114, -3.9196], [0.6508, 3.7976, -5.1915], [0.1296, 3.7084, -2.8976], [-1.2550, 3.2149, -3.0838], [-1.4630, 2.0691, -2.3845], [-1.4193, 1.0773, -1.7438], [-2.2879, 3.9255, -3.7308], [-3.1270, 4.5143, -4.2615], [3.2164, 4.2279, -4.7221], [4.3428, 4.2285, -2.0682], [5.2882, 4.8334, -2.9203], [6.0820, 5.3346, -3.5963], [4.7976, 3.5038, -0.9515], [5.1574, 2.9116, -0.0207]], "atomic_forces_ev_per_a": [[0.1, 0.0, 0.2], [-0.1, -0.1, -0.1], [0.1, 0.1, -0.1], [0.0, 0.0, 0.0], [0.0, 0.0, 0.0], [0.0, 0.1, 0.0], [0.0, 0.0, 0.0], [0.0, 0.0, 0.1], [0.0, 0.0, 0.0], [0.0, 0.0, 0.0], [0.0, 0.0, 0.0], [-0.1, 0.1, 0.0], [0.0, -0.2, -0.1], [0.1, 0.0, 0.0], [-0.1, 0.0, -0.1], [0.0, 0.1, 0.2], [0.0, 0.0, 0.0], [0.0, 0.0, 0.0], [0.0, 0.0, 0.0], [0.0, 0.0, 0.0], [-0.1, -0.1, 0.1], [0.0, 0.0, 0.0], [0.0, 0.0, 0.0], [0.0, 0.0, 0.0], [0.0, 0.0, 0.0], [0.0, 0.0, -0.1], [0.0, 0.0, 0.0], [0.0, 0.0, 0.0], [0.0, -0.1, 0.0], [0.0, 0.0, 0.0], [0.1, 0.0, 0.0], [0.0, 0.0, 0.0], [-0.1, 0.0, 0.1], [0.1, 0.0, 0.0], [0.2, 0.0, 0.0], [-0.1, 0.0, 0.0], [0.1, 0.0, 0.0], [0.0, 0.0, 0.0], [-0.1, 0.0, 0.0], [0.0, -0.1, 0.1], [0.0, -0.1, 0.0], [-0.1, 0.0, -0.1], [0.0, 0.0, 0.0], [0.0, 0.0, 0.0], [0.0, 0.0, 0.0], [-0.2, -0.1, 0.0], [0.1, -0.1, 0.0], [0.0, 0.0, 0.0], [0.2, 0.3, 0.1], [-0.1, -0.2, -0.1]]}

| no. | largest force on an atom (eV Å⁻¹) |
| --- | --- |
| 1 | 1.9 |
| 2 | 0.4 |